# 1
The following is a DFT calculation (ωB97M-V/def2-TZVPD) of a cluster of 2 separate species, C6H16S2 in total.

The calculation puts the energy above the lowest of the compared OMol25 structures with the same formula, charge and spin at 0.975 eV. The maximum force is 1.31 eV/Å. As for the SMILES: CCSC.CCSC. For the total energy, the calculation gives -28151.2754 eV.

The geometry in XYZ format:
```
24
Properties=species:S:1:pos:R:3:forces:R:3
C -14.349705 1.942639 10.535437 -0.9 0.0 0.7
C -15.140775 2.503899 11.752456 0.6 0.0 0.2
S -16.311424 3.815958 11.373446 -0.4 0.6 -0.2
C -16.907913 3.289679 9.758546 0.1 -0.3 -0.6
H -13.850685 2.715499 9.926927 -0.3 -0.1 0.4
H -15.117275 1.448629 9.916246 0.7 0.0 0.0
H -13.599795 1.190390 10.832696 -0.7 0.6 0.1
H -14.472814 2.992299 12.487805 -0.2 -0.4 -0.3
H -15.733174 1.739699 12.291455 0.7 0.0 -0.4
H -17.809755 3.847469 9.454956 0.4 -0.1 0.4
H -17.142504 2.211929 9.753448 -0.1 0.4 0.0
H -16.111303 3.479829 9.019716 -0.5 -0.1 0.1
C -14.675505 -0.921250 8.019978 -0.5 0.8 -0.2
C -13.259026 -0.377350 7.798187 -0.4 -1.2 -0.4
S -12.412576 -0.252740 9.403306 0.9 -0.8 -0.6
C -12.041574 -2.038019 9.545686 -0.2 -0.2 0.1
H -14.760776 -1.893309 8.534206 0.3 0.5 -0.2
H -15.185274 -0.993370 7.044508 0.0 -0.1 0.4
H -15.186094 -0.155600 8.627997 -0.2 -0.6 -0.3
H -13.323775 0.559270 7.211678 0.3 -0.3 0.7
H -12.713426 -1.120870 7.185847 0.1 0.6 0.2
H -11.195295 -2.381039 8.927017 -0.3 0.4 0.2
H -12.949224 -2.580739 9.232237 0.5 0.1 0.3
H -11.830007 -2.285489 10.599537 -0.1 0.2 -0.5
```
Positions in Å, forces in eV/Å.

---

# 2
The following is a DFT calculation (ωB97M-V/def2-TZVPD) of a cluster of 2 separate species, C6H17N2 in total.

The calculation puts the energy above the lowest of the compared OMol25 structures with the same formula, charge and spin at 3.705 eV. The maximum force is 3.45 eV/Å. The total charge is +1. For the total energy, the calculation gives -9468.3291 eV.

The geometry in XYZ format:
```
25
Properties=species:S:1:pos:R:3:forces:R:3
N -1.367039 -2.840445 -1.362839 -0.1 0.2 -0.5
C -0.599504 0.108100 0.569932 -0.9 0.7 3.2
C 0.794370 0.295753 0.739231 1.3 -0.3 -1.3
C 1.674479 -0.945405 0.574272 0.1 -0.2 -0.3
C 3.116059 -0.712889 0.980425 0.1 0.7 1.0
C -1.631546 1.196059 0.644075 0.1 0.3 -2.5
N -1.385718 2.359414 -0.173155 0.5 -0.2 0.0
C -1.423699 2.009144 -1.602234 0.0 -0.1 0.4
H -1.319510 -3.684792 -0.816323 0.1 0.1 0.3
H -0.920349 -2.044232 -0.933542 0.1 -0.3 0.1
H -2.327665 -2.621338 -1.586134 0.0 0.0 0.0
H -1.010188 -0.861523 0.869864 0.2 -0.2 -0.5
H 1.185262 1.152188 0.177556 -0.1 0.1 -0.1
H 0.906350 0.696103 1.767830 -0.5 -0.1 0.3
H 1.648996 -1.228609 -0.473863 -0.1 -0.1 -0.2
H 1.233370 -1.768263 1.136002 0.0 -0.1 0.1
H 3.494220 0.241738 0.610042 0.1 -0.1 -0.4
H 3.183294 -0.593330 2.067981 0.0 -0.2 0.0
H 3.802732 -1.510599 0.711552 -0.2 0.0 -0.2
H -2.556104 0.744578 0.282240 -0.3 0.1 0.6
H -1.708518 1.522996 1.689016 -0.1 -0.6 0.3
H -0.478622 2.746545 0.047286 0.0 0.3 0.1
H -2.411419 2.180299 -2.002473 -0.3 -0.1 -0.1
H -1.172163 0.945241 -1.754957 0.1 0.0 -0.1
H -0.727091 2.613268 -2.161785 0.2 0.2 -0.1
```
Positions in Å, forces in eV/Å.

---

# 3
The following is a DFT calculation (ωB97M-V/def2-TZVPD) of the ion C6H17N2 with charge +1.

The calculation puts the energy above the lowest of the compared OMol25 structures with the same formula, charge and spin at 2.594 eV. The maximum force is 4.78 eV/Å. The total charge is +1. As for the SMILES: C[NH2+]CCNC(C)C. For the total energy, the calculation gives -9469.4401 eV.

The geometry in XYZ format:
```
25
Properties=species:S:1:pos:R:3:forces:R:3
C -1.068422 -0.889369 -2.923151 2.7 1.5 -2.2
N -1.314584 -0.928360 -1.454093 -2.9 0.2 -1.3
C -0.092446 -1.524073 -0.873890 0.4 -3.0 0.3
C 1.076111 -0.535068 -0.514256 -1.0 1.3 -0.8
N 0.472631 0.685516 0.081979 1.1 -1.2 -0.5
C 0.313300 0.500452 1.528865 -3.0 2.7 1.2
C -0.802493 1.660933 1.841263 4.7 -1.0 0.0
C 1.514333 0.909284 2.357881 0.0 -2.1 2.2
H -0.229276 -0.070439 -3.046646 -1.2 -2.0 0.1
H -1.799001 -0.538790 -3.672497 -0.6 -0.2 1.2
H -0.717091 -1.931218 -3.256737 -0.5 1.8 0.6
H -2.264072 -1.469344 -1.381404 2.5 0.8 0.7
H -1.489404 0.006782 -0.996760 0.6 -0.6 -0.6
H 0.266481 -2.280319 -1.633294 -0.1 1.0 0.8
H -0.537180 -2.227047 -0.132416 1.1 1.0 0.5
H 1.622150 -0.206032 -1.446844 -0.5 -0.8 0.9
H 1.751209 -1.021538 0.196541 0.0 -0.2 -0.4
H 1.048790 1.555262 -0.080117 -0.8 -1.5 0.2
H -0.103122 -0.504114 1.929919 0.7 1.4 -1.5
H -0.246767 2.615067 1.777219 -0.2 -0.3 1.0
H -1.456930 1.793142 1.094642 -2.7 -0.3 -2.9
H -1.280089 1.401998 2.713096 -1.0 0.2 2.3
H 2.098577 1.681131 1.895716 0.6 0.1 -0.4
H 1.164896 1.361800 3.327492 0.3 -0.6 -0.8
H 2.072396 -0.045662 2.667503 -0.1 1.7 -0.6
```
Positions in Å, forces in eV/Å.

---

# 4
The following is a DFT calculation (ωB97M-V/def2-TZVPD) of a structure of composition C6H17N2.

The calculation puts the energy above the lowest of the compared OMol25 structures with the same formula, charge and spin at 4.781 eV. The maximum force is 4.82 eV/Å. The total charge is +1. For the total energy, the calculation gives -9467.2535 eV.

The geometry in XYZ format:
```
25
Properties=species:S:1:pos:R:3:forces:R:3
N -2.045401 -0.935805 -1.603703 0.3 -1.4 -0.7
C -0.639537 0.392888 -0.106395 3.1 2.1 3.1
C -1.181133 0.244680 1.263991 -1.5 -1.8 -1.2
C -2.687549 0.544338 1.362718 0.2 1.0 0.2
C 0.545838 -0.424253 -0.500010 0.2 -1.0 -1.1
N 1.778317 -0.086347 0.210464 -0.5 1.0 0.7
C 2.185633 1.291386 -0.062163 0.1 -0.1 -0.6
C 2.841015 -1.025004 -0.093532 -0.2 -0.7 -0.3
H -2.369185 -0.665435 -2.523115 0.3 1.2 0.4
H -2.631270 -1.686180 -1.258716 0.2 0.5 0.9
H -1.556961 -0.299487 -0.932469 -1.9 -1.0 -1.6
H -0.695408 1.387447 -0.557612 -0.7 -0.3 -0.4
H -0.567961 0.850876 1.938283 0.3 0.3 -0.2
H -1.046952 -0.809164 1.536135 0.4 0.2 0.3
H -3.227482 -0.092418 0.666257 -0.1 -0.1 0.2
H -3.054530 0.423203 2.381203 0.1 -0.3 -0.1
H -2.893145 1.584278 1.097277 0.0 -0.1 -0.1
H 0.686175 -0.346536 -1.591281 -0.1 0.0 0.0
H 0.304379 -1.465083 -0.268435 0.1 0.0 -0.1
H 2.451754 1.437211 -1.123267 -0.1 0.0 0.1
H 3.064718 1.561680 0.515196 0.0 -0.1 0.2
H 1.379695 1.980158 0.179323 0.0 0.2 0.1
H 3.116832 -1.052074 -1.156712 0.0 0.2 -0.1
H 2.506197 -2.037944 0.153262 0.2 0.2 0.2
H 3.735955 -0.772414 0.473306 -0.2 0.0 0.1
```
Positions in Å, forces in eV/Å.

---

# 5
The following is a DFT calculation (ωB97M-V/def2-TZVPD) of a cluster of 2 separate species, C6H17N2 in total.

The calculation puts the energy above the lowest of the compared OMol25 structures with the same formula, charge and spin at 1.330 eV. The maximum force is 1.90 eV/Å. The total charge is +1. For the total energy, the calculation gives -9470.7039 eV.

The geometry in XYZ format:
```
25
Properties=species:S:1:pos:R:3:forces:R:3
C -0.300103 2.076833 0.366851 -0.5 0.5 -0.2
C 0.136389 0.810386 1.058983 0.0 -0.6 1.7
C 0.916062 1.047666 2.381514 0.0 0.8 -1.1
C 1.294517 -0.251441 3.077202 -0.3 0.6 0.2
H -1.062132 2.614474 0.937153 0.1 -0.2 0.2
H -0.776632 1.904848 -0.611218 0.4 0.0 0.1
H 0.524789 2.791589 0.272204 0.0 -0.3 -0.3
H 0.791273 0.185934 0.443956 0.1 0.2 -0.2
H -0.712285 0.172505 1.404353 0.1 0.4 -0.5
H 0.298442 1.684751 3.015701 0.0 -0.1 0.1
H 1.777097 1.673699 2.085867 0.0 -0.4 0.5
H 0.386636 -0.857527 3.181918 0.3 -0.3 -0.2
H 1.586686 -0.044943 4.107245 0.3 -0.1 -0.1
H 2.110306 -0.759622 2.550980 -0.3 -0.2 0.2
C -0.293932 -0.938351 -1.835606 -0.4 -0.1 0.3
C -0.768260 -1.413474 -2.995996 0.8 0.9 0.1
N -0.414257 -0.850553 -4.190571 -0.7 -0.6 0.0
N -0.778375 -1.487227 -0.540926 0.5 -1.0 -1.5
H 0.414963 -0.139997 -1.697064 -0.1 0.2 -0.2
H -1.396097 -2.295450 -3.047739 -0.1 0.1 0.0
H -1.020857 -1.104916 -4.953692 0.2 0.1 -0.2
H -0.125006 0.113435 -4.207273 0.1 0.0 0.1
H -1.565251 -0.958004 -0.169867 0.2 0.0 0.4
H 0.023055 -1.517704 0.086625 -0.4 0.2 0.5
H -1.047023 -2.456916 -0.720607 -0.3 0.0 0.3
```
Positions in Å, forces in eV/Å.

---

# 6
The following is a DFT calculation (ωB97M-V/def2-TZVPD) of a cluster of 2 separate species, C6H17N2OP in total.

The calculation puts the energy above the lowest of the compared OMol25 structures with the same formula, charge and spin at 2.972 eV. The maximum force is 3.93 eV/Å. As for the SMILES: [H]/N=P/N(CCC)CCC.O. For the total energy, the calculation gives -20812.4242 eV.

The geometry in XYZ format:
```
27
Properties=species:S:1:pos:R:3:forces:R:3
H 2.266578 3.132244 -0.493952 1.9 3.0 -0.3
N 1.648721 2.419251 -0.439550 -2.5 -2.8 0.4
P 0.246273 2.490546 0.227207 0.2 -0.9 0.2
N -0.226214 0.865745 0.225995 0.9 0.9 -0.1
C -1.457033 0.362711 0.745838 -1.9 0.6 1.6
C -2.619438 0.834609 -0.212867 1.1 -3.4 1.6
C -3.942355 0.179323 0.090974 0.2 1.2 -1.0
C 0.570963 -0.143459 -0.412395 -0.6 -0.5 -1.3
C 1.256749 -0.964280 0.744182 -0.8 1.8 -1.4
C 1.895020 -2.203365 0.297691 1.3 -1.9 -2.0
H -1.597521 0.828295 1.762836 -0.3 -0.2 -0.8
H -1.461197 -0.750704 1.054069 0.2 1.6 -1.2
H -2.660052 1.855327 -0.078457 -0.2 2.4 -0.2
H -2.369772 0.536266 -1.200808 0.7 0.2 -1.1
H -4.586000 0.566103 -0.747021 -0.3 -0.4 1.5
H -3.842696 -0.880618 -0.037827 -0.1 -0.6 0.2
H -4.143945 0.455802 1.124609 -1.1 -0.2 -0.2
H 1.138850 0.396737 -1.198469 0.5 -0.8 0.8
H -0.199786 -0.724989 -1.036440 1.2 0.0 1.0
H 2.006607 -0.291899 1.204332 -0.8 -0.3 0.3
H 0.366339 -1.167639 1.320758 0.4 0.0 1.0
H 2.832629 -1.806880 -0.354834 -1.7 -1.7 1.6
H 2.144633 -2.919535 1.201492 -0.1 1.4 -2.1
H 1.159712 -2.739930 -0.458318 1.6 0.7 1.6
O 4.246165 1.038322 -0.472790 -0.4 -0.9 -0.5
H 3.334049 0.655122 -0.600237 1.3 1.3 0.7
H 4.306841 1.613101 0.303110 -0.7 -0.4 -0.3
```
Positions in Å, forces in eV/Å.

---

# 7
The following is a DFT calculation (ωB97M-V/def2-TZVPD) of a cluster of 2 separate species, C6H17N3O7PS2 in total.

The calculation puts the energy above the lowest of the compared OMol25 structures with the same formula, charge and spin at 4.458 eV. The maximum force is 7.35 eV/Å. The total charge is -1. For the total energy, the calculation gives -56256.3287 eV.

The geometry in XYZ format:
```
36
Properties=species:S:1:pos:R:3:forces:R:3
N -2.970144 3.581276 -1.429783 -2.0 -0.7 -0.6
P -3.713062 2.137144 -1.559113 0.7 3.3 0.8
S -2.498009 0.761943 -2.747080 0.6 -5.6 -4.7
O -3.176085 0.793888 -4.172592 2.1 1.2 4.6
O -2.606002 -0.698888 -2.246048 0.4 4.7 -0.4
N -0.871053 1.351555 -2.975662 -1.2 -0.5 2.7
S 0.156423 1.029777 -1.601525 -1.2 -5.5 1.6
O -0.615183 0.558946 -0.320945 1.6 2.7 -3.7
O 1.095552 -0.141830 -1.993929 -1.7 4.4 0.5
C 1.160422 2.549352 -1.059870 0.9 0.9 1.2
C 2.678540 2.592555 -1.676735 -0.1 0.2 0.2
N 2.795994 3.215089 -3.051550 -0.3 -0.5 0.7
H -3.627879 4.272272 -1.892764 1.2 -1.0 0.6
H -4.953368 2.348829 -2.247699 0.4 -1.0 0.3
H -3.995449 1.552669 -0.263145 0.2 -0.3 -1.1
H 0.537762 3.532357 -1.216516 1.1 -2.1 -0.1
H 1.283688 2.434913 0.122079 -0.6 -0.2 -2.6
H 3.355832 3.249527 -0.955040 -1.5 -1.4 -1.4
H 3.110908 1.490422 -1.668967 -1.0 2.3 -0.2
H 2.260406 2.697756 -3.782387 0.4 0.8 1.1
H 2.599915 4.240152 -3.054849 -0.1 -1.5 0.0
C 0.850903 -2.276112 0.402850 0.2 -0.3 0.1
C 0.284443 -1.448128 1.543084 0.2 0.5 -0.9
O -0.386486 -2.283352 2.494806 0.6 -1.0 1.7
C 0.418424 -2.954344 3.356099 0.2 0.5 -1.1
O 1.637583 -2.900408 3.391028 -1.5 -0.2 0.3
O -0.365905 -3.720345 4.155645 0.4 0.4 -0.2
C 0.364445 -4.552325 5.053038 0.1 -0.2 0.2
H 0.070169 -2.899091 -0.045985 0.0 0.3 0.0
H 1.278606 -1.630309 -0.369270 -0.2 -0.1 0.1
H 1.633651 -2.953920 0.756063 0.0 0.1 0.1
H -0.463258 -0.752271 1.149164 0.1 -0.5 0.3
H 1.059787 -0.846315 2.030706 -0.1 -0.3 0.1
H 1.085994 -3.972768 5.637519 0.0 -0.1 -0.2
H 0.869125 -5.347224 4.494751 0.1 0.2 0.1
H -0.346691 -5.012791 5.744620 -0.1 0.2 -0.3
```
Positions in Å, forces in eV/Å.

---

# 8
The following is a DFT calculation (ωB97M-V/def2-TZVPD) of a cluster of 2 separate species, C6H17N3Si3 in total.

The calculation puts the energy above the lowest of the compared OMol25 structures with the same formula, charge and spin at 2.540 eV. The maximum force is 3.33 eV/Å. For the total energy, the calculation gives -34598.7805 eV.

The geometry in XYZ format:
```
29
Properties=species:S:1:pos:R:3:forces:R:3
C -2.344075 2.146141 1.710585 0.5 -0.6 1.4
C -0.634852 2.962549 -1.394693 -1.1 0.4 0.8
C -1.595119 1.051847 1.673365 1.2 -0.4 -1.7
C 0.051157 2.442041 -0.391353 0.9 -0.4 -0.9
C -2.065554 -0.887975 -1.291609 -0.8 0.5 2.1
C 0.329671 -3.489136 0.650557 -2.8 1.8 0.1
N 1.121514 -0.423200 0.590124 0.1 1.3 -0.4
N 4.108442 1.045427 1.073464 -1.0 0.4 0.1
N -0.885912 -0.765220 -0.447965 -1.2 1.1 -0.5
Si 3.996268 0.409092 -0.406185 -1.2 2.0 1.4
Si 0.512849 -1.791984 -0.264473 -1.0 0.3 0.1
Si -0.264392 0.694293 0.257649 0.0 -1.1 2.0
H -3.097550 2.445336 2.395300 -1.2 -0.9 0.8
H -2.057194 3.042360 1.292400 1.0 1.6 -1.9
H -0.854534 4.021379 -1.425078 0.8 0.3 -0.6
H -1.280122 2.378067 -1.973521 -1.1 -0.9 -0.9
H -1.821342 0.121468 2.174162 -0.4 0.1 0.5
H 0.730732 3.220467 -0.059971 0.1 -0.5 1.4
H -3.022240 -1.070152 -0.646379 1.5 0.1 -1.2
H -2.240461 0.093139 -1.801403 0.0 -1.3 -0.4
H -1.767002 -1.773846 -1.824030 -1.2 -0.1 -1.5
H 1.202963 -4.078106 0.669005 1.0 -0.7 0.0
H -0.010733 -3.216616 1.730393 0.5 -0.7 -1.9
H -0.514554 -4.052455 0.087612 1.3 0.8 1.1
H 1.527486 -0.390936 1.480400 1.2 -0.1 1.1
H 3.438414 1.860165 1.217545 1.5 -1.1 -0.4
H 4.314919 -0.923580 -0.748725 0.6 -1.0 -0.3
H 3.416099 1.268486 -1.439963 -0.1 -0.3 -0.6
H 0.947998 -1.878596 -1.694023 0.5 -0.6 0.3
```
Positions in Å, forces in eV/Å.